No. 1
DFT (the ωB97M-V functional and the def2-TZVPD basis) results for the molecule C5H8S.

Geometry (Å):
S (-1.70403, -0.59505, -0.28922)
C (1.79973, -1.22196, -0.01118)
C (1.69794, 1.05042, -0.39036)
C (1.04837, 0.05744, 0.15839)
C (-1.07268, 1.13309, 0.07811)
C (-0.15282, 0.18644, 0.87565)
H (1.57881, 2.26805, -0.12367)
H (-0.29931, 0.00714, 1.92450)
H (2.24567, -1.59204, 1.04976)
H (2.67727, 1.10383, -0.97343)
H (-0.71356, 1.63500, -0.99621)
H (0.97589, -1.96969, -0.34941)
H (2.56902, -1.19265, -0.73036)
H (-1.69252, 2.02854, 0.56272)

Cartesian forces, eV/Å:
S 1.5951 1.5826 1.8972
C -2.4618 -3.1538 2.7848
C 2.2773 6.6074 -0.1969
C 3.8475 -1.3881 -0.8078
C -0.6806 2.3853 -1.2550
C -4.2682 1.4512 -2.8100
H -0.7812 -3.3433 -0.7358
H -0.0892 -0.0940 0.1119
H -1.0509 0.7174 -2.4567
H -1.4420 -1.2730 0.8436
H -0.3515 -1.6476 3.2421
H 1.6763 0.6170 0.6107
H 0.8450 0.1918 -0.6841
H 0.8842 -2.6528 -0.5440

Properties
**HOMO energy**: -8.73 eV
**2S+1**: 1
**Total charge**: 0
**SMILES**: C=C(C)[C@H]1CS1
**LUMO**: 0.0138 hartree

=====

No. 2
DFT (the ωB97M-V functional and the def2-TZVPD basis) results for the molecule C5H8S.

Geometry (Å):
S (-1.03047, 1.28642, -0.09902)
C (-2.14740, 0.01727, 0.41505)
C (2.81141, -0.13568, -0.16479)
C (1.55586, 0.52913, 0.29767)
C (0.37316, 0.26342, -0.17200)
C (-3.32684, -0.29557, -0.14276)
H (-3.84885, -1.20474, 0.19006)
H (0.17088, -0.54417, -0.89348)
H (-3.63960, 0.18910, -1.10266)
H (3.64972, 0.60960, -0.09463)
H (1.44656, 1.32091, 1.03603)
H (2.55940, -0.62033, -1.14383)
H (-1.74629, -0.58420, 1.20689)
H (3.17247, -0.83117, 0.66746)

Cartesian forces, eV/Å:
S -0.6794 0.3942 0.6230
C -0.9472 -0.2330 -0.6356
C 0.6006 -0.0861 1.8622
C 0.2001 0.8397 0.8391
C -1.4473 -1.4157 -2.2280
C 0.8687 -0.0036 -0.9245
H 0.0367 0.7120 -0.0628
H 0.5212 0.1360 0.2370
H 0.0436 -0.3332 1.1982
H -0.7557 -0.5631 -1.0785
H 1.1637 0.1865 0.0770
H 1.0560 0.3422 0.9586
H -0.0065 -0.1711 0.4947
H -0.6545 0.1951 -1.3603

Properties
**HOMO energy**: -8.31 eV
**2S+1**: 1
**Total charge**: 0
**SMILES**: C=CS/C=C/C
**LUMO**: 0.0392 hartree

=====

No. 3
DFT (the ωB97M-V functional and the def2-TZVPD basis) results for the molecule C5H8S.

Geometry (Å):
S (-3.44574, 0.61712, -0.22212)
C (-0.96260, -0.67358, -0.02497)
C (2.14289, 1.02730, 0.03073)
C (-2.40650, -0.85978, 0.10529)
C (0.24243, -0.67299, -0.17375)
C (1.64250, -0.42599, -0.23325)
H (-2.66624, -1.59049, -0.71807)
H (1.81716, 1.38375, 1.02456)
H (-2.63716, -1.37780, 1.10281)
H (3.20560, 1.08752, -0.14208)
H (1.74663, 1.72840, -0.74088)
H (2.10439, -0.73931, -1.23687)
H (-2.97574, 1.51729, 0.69870)
H (2.19239, -1.02146, 0.52992)

Cartesian forces, eV/Å:
S 0.1863 0.1447 0.3326
C 1.1313 -0.1425 -0.1002
C -1.5334 0.4337 -0.8820
C -0.0116 -1.3103 0.3557
C -2.3303 0.6246 0.4331
C 3.2370 -0.0995 -0.7324
H -0.1788 0.8158 0.9211
H 0.4251 -0.1422 -0.4599
H 0.1353 0.9215 -1.4196
H 0.4622 -0.1990 0.5200
H -0.1300 -0.4604 0.6122
H -0.8487 0.2445 1.2770
H -0.0077 -0.7758 -0.3742
H -0.5369 -0.0553 -0.4835

Properties
**HOMO energy**: -9.20 eV
**2S+1**: 1
**Total charge**: 0
**SMILES**: CCC#CCS
**LUMO**: 0.0337 hartree

=====

No. 4
DFT (the ωB97M-V functional and the def2-TZVPD basis) results for the molecule C5H8S.

Geometry (Å):
S (-1.98326, 1.01286, 0.20416)
C (-0.53520, -0.10764, 0.13008)
C (0.85859, 0.09861, 0.55780)
C (-1.81065, -0.71948, 0.55398)
C (1.63598, 1.15684, -0.31298)
C (-1.16938, -1.11794, -0.78378)
H (1.30960, -0.82121, 0.51618)
H (0.78305, 1.73917, -0.69742)
H (-0.54009, -2.02027, -0.79635)
H (2.21832, 0.56318, -1.03727)
H (2.35533, 1.68582, 0.22662)
H (0.84925, 0.38031, 1.53538)
H (-2.23032, -0.90216, 1.54509)
H (-1.74123, -0.94809, -1.64151)

Cartesian forces, eV/Å:
S 0.3552 1.2637 -0.3638
C -2.2374 0.4738 -0.8887
C -0.2962 1.6977 -1.9506
C 1.0816 0.4591 0.2565
C -1.9822 -2.5312 -0.5119
C 1.0222 -1.4981 2.3106
H 1.3551 -2.3714 -0.1149
H 1.1346 0.3622 -0.4624
H -0.5688 -0.0418 -0.0151
H -0.6027 0.6566 -0.3865
H 0.7472 1.1519 1.0913
H -0.0166 0.9589 2.9264
H 0.5100 -1.2717 -0.5546
H -0.5017 0.6903 -1.3364

Properties
**HOMO energy**: -8.18 eV
**2S+1**: 1
**Total charge**: 0
**SMILES**: CC[C@@]12C[C@@H]1S2
**LUMO**: 0.0353 hartree

=====

No. 5
DFT (the ωB97M-V functional and the def2-TZVPD basis) results for the molecule C5H8S.

Geometry (Å):
S (0.96931, 2.75858, -0.32857)
C (-0.22999, -0.43499, 1.79783)
C (0.63530, -0.39035, 0.57586)
C (-0.03768, 0.15201, -0.69588)
C (-0.72105, -0.69713, -1.52707)
C (0.06919, 1.49376, -1.07352)
H (1.57185, 0.16863, 0.69489)
H (1.08175, -1.29716, 0.33817)
H (-0.30312, 1.70218, -2.07284)
H (-1.24317, -0.29403, -2.51894)
H (0.37566, -0.38854, 2.77776)
H (-0.70385, -1.32690, 1.77439)
H (-0.48920, -1.72746, -1.50528)
H (-0.97500, 0.28139, 1.76319)

Cartesian forces, eV/Å:
S -0.3308 -0.4209 -0.1114
C 3.2085 0.8176 1.5924
C 0.8147 2.3496 -1.2171
C 0.0733 -0.0253 0.5053
C -0.7669 1.4657 -2.5730
C 0.2819 0.0776 0.1156
H -0.3137 0.6605 0.3828
H 0.1959 -2.2777 -0.3810
H -0.0795 0.4547 0.1173
H 1.1754 -0.9165 2.3777
H -0.9710 0.1013 -1.5134
H -1.6890 -3.0038 0.2533
H -0.3115 -1.0877 0.2353
H -1.2872 1.8050 0.2162

Properties
**HOMO energy (spin up / spin down)**: -7.10 / -9.15 eV
**2S+1**: 3
**Total charge**: 0
**LUMO (spin up / spin down)**: 0.0357 / -0.0875 hartree

=====

No. 6
DFT (the ωB97M-V functional and the def2-TZVPD basis) results for a cluster of 2 separate species, C5H8S2 in total.

Geometry (Å):
S (0.92038, 1.60852, 0.46279)
S (-2.93397, -1.04645, -0.30819)
C (-2.35429, 1.57756, 0.81173)
C (-2.41271, 0.31458, 0.20896)
C (1.02691, -0.88474, -0.68335)
C (0.35012, 0.22362, -0.10893)
C (2.45735, -1.19934, -0.26335)
H (2.97816, -1.98348, -0.86039)
H (3.03158, -0.17159, -0.36132)
H (-1.33417, 2.04890, 0.55720)
H (0.56931, -1.78124, -0.58228)
H (2.42143, -1.70166, 0.72793)
H (1.05329, -0.82821, -1.82710)
H (-3.00420, 2.34039, 0.38054)
H (-2.76918, 1.48313, 1.84575)

Cartesian forces, eV/Å:
S -0.2785 -0.5103 -0.2911
S -0.4100 0.3101 0.1764
C -0.2112 1.3379 0.0256
C 1.8477 -1.4090 -1.0126
C 2.5921 -0.1186 -2.9456
C -1.7835 2.1681 0.9203
C 1.5874 1.3545 0.1922
H -0.6052 0.7738 -0.1952
H -0.6264 -2.3366 0.8171
H -0.3313 -0.5039 1.4675
H -2.4615 -2.7457 0.5823
H 0.3668 1.1191 -0.1318
H -0.3424 0.6371 1.2421
H -0.5242 -0.3003 -0.4803
H 1.1803 0.2238 -0.3668

Properties
**HOMO energy**: -6.39 eV
**2S+1**: 1
**Total charge**: 0
**LUMO**: -0.0124 hartree

=====

No. 7
DFT (the ωB97M-V functional and the def2-TZVPD basis) results for the molecule C5H8S2.

Geometry (Å):
S (0.47168, 1.69920, -0.03233)
S (-0.72157, -0.95071, -0.01010)
C (-2.14117, 0.13495, 0.32995)
C (2.83175, -0.76401, 0.64308)
C (0.65850, 0.08813, -0.32950)
C (1.96899, -0.59871, -0.65119)
C (-3.35579, -0.30055, 0.00848)
H (1.71305, -1.62088, -1.09764)
H (-4.14050, 0.39008, 0.05564)
H (2.46459, 0.08317, -1.36152)
H (-3.41769, -1.26594, -0.57917)
H (2.76003, -1.51698, 1.45495)
H (-2.15761, 1.03989, 0.93346)
H (2.97221, 0.31294, 0.96469)
H (4.03046, -0.75701, 0.30359)

Cartesian forces, eV/Å:
S 0.8161 -0.5026 -0.6081
S -0.3513 0.2806 0.0662
C -0.1664 -0.5678 0.4654
C 4.5368 2.6520 -1.3978
C -1.2303 1.1449 1.2750
C -0.8831 -1.8012 0.3467
C 1.9900 -2.0259 -1.9232
H 0.6027 1.4009 0.2398
H -1.4029 0.4041 0.4880
H 0.0592 -0.6455 0.2696
H -0.4580 1.2784 0.7542
H -0.7507 0.5992 -0.8743
H 1.1213 -0.0476 -0.3011
H -0.9279 -1.2244 0.7481
H -2.9555 -0.9451 0.4516

Properties
**HOMO energy**: -8.54 eV
**2S+1**: 1
**Total charge**: 0
**SMILES**: C=CSC(=S)CC
**LUMO**: -0.0081 hartree

=====

No. 8
DFT (the ωB97M-V functional and the def2-TZVPD basis) results for the molecule C5H8S2.

Geometry (Å):
S (-1.68977, 1.41027, -0.77093)
S (2.20258, 0.23272, -0.87355)
C (-0.40017, 0.37238, -0.76760)
C (-0.53514, -1.67750, 0.47627)
C (0.89023, 1.82636, 0.84095)
C (0.83890, 0.88092, -0.26957)
C (-0.64175, -1.10819, -0.96696)
H (-0.71484, -2.80952, 0.38249)
H (1.97515, 2.25303, 0.86461)
H (-1.41403, -1.30427, 1.05444)
H (0.16870, 2.64429, 0.47845)
H (0.50337, 1.50687, 1.76946)
H (0.40541, -1.26491, 0.78518)
H (-1.58685, -1.30125, -1.37484)
H (-0.00178, -1.66121, -1.62838)

Cartesian forces, eV/Å:
S 0.5200 -0.6050 -0.4295
S 0.2813 0.1058 -0.4135
C -3.2339 0.2672 -0.3791
C -2.1554 -1.1971 -1.3548
C 1.1292 3.6973 -1.9610
C 2.2205 -1.5613 0.2427
C 0.6555 0.2544 0.9626
H 1.0466 1.5782 0.5727
H -2.1026 -0.7752 0.4649
H 0.9269 -0.0392 -0.1611
H 1.0666 -0.6841 0.8503
H -0.2596 -0.6945 1.0238
H 0.4655 -0.8591 1.1228
H -1.6419 0.2470 -0.3885
H 1.0813 0.2656 -0.1523

Properties
**HOMO energy**: -8.69 eV
**2S+1**: 1
**Total charge**: 0
**SMILES**: CCC(=S)C(C)=S
**LUMO**: -0.0581 hartree

=====

No. 9
DFT (the ωB97M-V functional and the def2-TZVPD basis) results for the molecule C5H8S2.

Geometry (Å):
S (-0.31972, 1.53746, -0.86440)
S (-1.24813, -1.06788, 0.65598)
C (0.64170, 0.61621, 0.26451)
C (1.95634, 0.31575, -0.27615)
C (1.06679, -0.75180, -0.20334)
C (-0.08451, -1.30620, -0.86956)
C (-0.04993, 0.22550, 1.52455)
H (0.35110, -0.31692, 2.49568)
H (2.25524, 0.76841, -1.14847)
H (-0.07254, -2.41079, -1.21660)
H (1.28165, -1.25645, 0.69994)
H (-1.45812, 0.75320, -0.72474)
H (2.89260, 0.03321, 0.30901)
H (-0.68999, 1.02095, 1.96983)
H (-0.65664, -0.70151, -1.69000)

Cartesian forces, eV/Å:
S -1.0445 0.9894 -0.2397
S -0.1932 -0.5277 0.6061
C 0.0979 0.3363 1.7428
C 5.3808 0.1826 1.2251
C -0.9038 -1.7009 -1.2283
C -3.2600 -1.7406 -1.6657
C -2.1413 -0.6136 2.2570
H 0.1959 1.0225 -2.5411
H 0.2809 1.2385 -1.9643
H 0.0684 1.7263 0.9423
H 0.1306 -1.2280 0.4494
H 0.6653 0.7848 0.0069
H -1.3153 1.1476 -0.2536
H 0.1835 -0.4137 -0.6432
H 1.8549 -1.2035 1.3064

Properties
**HOMO energy**: -8.58 eV
**2S+1**: 1
**Total charge**: 0
**SMILES**: S[C@@]12CSC[C@H]1C2
**LUMO**: 0.0287 hartree

=====

No. 10
DFT (the ωB97M-V functional and the def2-TZVPD basis) results for a structure of composition C5H9AgO5.

Geometry (Å):
Ag (1.34583, 2.59354, 1.52110)
O (0.84415, 0.41265, 1.14605)
O (-2.12833, -0.43732, 0.11452)
O (-2.86852, 0.28737, -4.04607)
O (-1.97619, -0.72823, -2.25379)
O (-2.19543, 1.45527, -2.26666)
C (1.35424, -0.77505, 1.64961)
C (2.81724, -0.68743, 2.06272)
C (-2.46141, 0.30411, -2.91226)
C (-1.23435, -0.20517, -0.90746)
C (-1.16828, 1.26884, -1.29973)
H (-1.36480, 1.91337, -0.43549)
H (2.92391, -0.01222, 2.92583)
H (3.21543, -1.67222, 2.34936)
H (-0.20691, 1.51708, -1.76261)
H (-2.00251, -1.32985, 0.45365)
H (0.76577, -1.15755, 2.51379)
H (3.42925, -0.29910, 1.23368)
H (-0.35977, -0.85910, -0.98019)
H (1.27069, -1.58899, 0.89395)

Cartesian forces, eV/Å:
Ag -0.2188 -1.8456 -0.1161
O -0.0820 1.3370 -0.1877
O 1.0006 0.3184 -0.3385
O -0.6422 -0.1335 0.9834
O 0.8343 -0.0445 1.7650
O -0.1038 0.9211 0.5734
C 0.1025 -0.1053 0.2620
C 0.2447 -0.0390 0.0760
C 1.2702 -0.0134 -1.7447
C -2.2938 -1.1275 -1.9812
C 0.0970 -0.2746 0.3715
H 0.0412 -0.2169 -0.2092
H 0.0024 -0.1040 -0.1885
H -0.0761 0.2298 -0.0242
H -0.0775 -0.1001 0.1777
H 0.0048 0.0145 -0.0148
H 0.1396 0.2869 -0.1357
H -0.2061 -0.0964 0.2005
H -0.0479 0.6292 0.5807
H 0.0108 0.3639 -0.0497

Properties
**HOMO energy**: -8.80 eV
**2S+1**: 1
**Total charge**: 0
**LUMO**: -0.0779 hartree

=====

Energy relative to the best compared isomer or geometry (same formula, charge and spin) values (in kcal per mole) by entry order: 80.5 39.6 42.2 62.2 18.6 124.9 53.4 43.3 94.4 0.0.
F_max values (in eV/A) by entry order: 6.99 3.01 3.32 3.26 3.67 3.93 5.44 4.33 5.52 3.23.